Entry 1:
Below is C57H72BiFN9O12Se as an isolated structure at a distorted geometry, with properties calculated with the ωB97M-V functional and the def2-TZVPD basis.

```
153
Properties=species:S:1:pos:R:3:lowdin_charge:R:1
Bi 0.014 0.060 0.280 1.91
C 1.265 4.584 6.551 -0.05
C -0.065 3.840 6.347 -0.56
C -0.119 2.691 7.356 -0.07
C -1.229 4.800 6.637 -0.05
C -0.161 3.343 4.907 -0.19
C -0.402 2.024 4.572 -0.06
C -0.446 1.640 3.240 -0.36
Se -0.828 -0.201 2.775 1.17
C -2.691 0.069 2.326 -0.35
C -3.621 -0.150 3.331 -0.07
C -4.968 0.054 3.096 -0.19
C -5.307 0.585 1.850 0.00
C -4.405 0.848 0.832 -0.08
C -3.042 0.457 1.011 -0.36
O -2.197 0.445 0.019 -0.29
C -4.950 1.489 -0.456 -0.52
C -3.877 2.181 -1.307 -0.05
C -5.612 0.388 -1.299 -0.03
C -5.987 2.572 -0.101 -0.06
C -6.063 -0.280 4.104 -0.56
C -5.491 -0.850 5.403 -0.07
C -6.869 0.981 4.448 -0.05
C -6.993 -1.335 3.485 -0.05
C -0.223 2.530 2.175 -0.35
O -0.214 2.135 0.922 -0.30
C -0.029 3.902 2.515 -0.08
C -0.006 4.251 3.853 0.01
C 0.184 4.948 1.416 -0.53
C -0.998 4.934 0.430 -0.04
C 0.288 6.367 1.983 -0.08
C 1.491 4.628 0.670 -0.03
H 1.378 4.875 7.599 0.08
H 1.316 5.488 5.945 0.07
H 2.103 3.941 6.276 0.09
H 0.015 3.084 8.366 0.08
H 0.677 1.969 7.163 0.09
H -1.080 2.176 7.317 0.08
H -1.161 5.187 7.658 0.08
H -2.183 4.282 6.524 0.09
H -1.220 5.647 5.950 0.08
H -0.559 1.265 5.327 0.09
H -3.253 -0.488 4.291 0.09
H -6.349 0.810 1.663 0.10
H -3.196 1.457 -1.738 0.04
H -3.293 2.878 -0.704 0.09
H -4.358 2.737 -2.117 0.08
H -4.880 -0.386 -1.534 0.09
H -6.002 0.804 -2.233 0.08
H -6.435 -0.075 -0.751 0.08
H -5.581 3.247 0.655 0.09
H -6.921 2.150 0.270 0.07
H -6.221 3.158 -0.992 0.08
H -4.853 -0.120 5.904 0.08
H -4.909 -1.753 5.212 0.08
H -6.308 -1.109 6.080 0.08
H -6.209 1.746 4.863 0.09
H -7.643 0.753 5.186 0.08
H -7.357 1.398 3.566 0.07
H -6.417 -2.217 3.199 0.09
H -7.484 -0.952 2.590 0.08
H -7.764 -1.640 4.198 0.08
H 0.150 5.292 4.103 0.09
H -1.934 5.154 0.950 0.09
H -1.079 3.963 -0.048 0.06
H -0.845 5.689 -0.345 0.08
H -0.612 6.643 2.538 0.08
H 0.401 7.070 1.155 0.08
H 1.158 6.478 2.634 0.08
H 1.460 3.634 0.233 0.06
H 2.339 4.674 1.359 0.09
H 1.655 5.355 -0.130 0.08
C 7.137 -2.940 -0.374 -0.06
C 6.908 -1.989 0.798 -0.19
N 5.502 -1.656 1.012 -0.03
C 4.964 -0.663 0.267 0.03
C 3.717 -0.153 0.426 -0.02
C 3.293 0.933 -0.580 -0.63
O 4.201 1.407 -1.271 -0.01
O 2.065 1.243 -0.620 -0.18
C 2.913 -0.655 1.498 -0.31
O 1.872 -0.097 1.923 -0.17
C 3.393 -1.887 2.109 -0.05
C 2.519 -2.630 2.912 0.10
C 2.912 -3.841 3.394 -0.19
F 2.062 -4.550 4.176 0.06
C 4.185 -4.380 3.129 -0.15
C 5.064 -3.613 2.386 0.06
C 4.678 -2.382 1.848 -0.13
N 4.526 -5.641 3.592 -0.10
C 3.609 -6.762 3.489 -0.13
C 4.295 -7.944 2.767 -0.19
N 5.414 -7.429 1.977 -0.07
C 6.490 -6.937 2.838 -0.20
C 5.880 -5.999 3.908 -0.15
H 8.179 -3.262 -0.399 0.07
H 6.901 -2.448 -1.317 0.08
H 6.492 -3.810 -0.289 0.07
H 7.435 -1.053 0.615 0.12
H 7.310 -2.411 1.718 0.11
H 5.597 -0.221 -0.494 0.14
H 1.521 -2.261 3.103 0.12
H 6.034 -4.030 2.152 0.10
H 2.732 -6.455 2.925 0.12
H 3.270 -7.076 4.482 0.12
H 3.591 -8.416 2.082 0.10
H 4.616 -8.700 3.497 0.11
H 3.252 -7.671 -0.496 0.16
H 5.771 -8.157 1.369 0.10
H 7.212 -6.410 2.210 0.10
H 7.021 -7.758 3.338 0.11
H 6.480 -5.099 4.022 0.12
H 5.877 -6.507 4.881 0.12
O -2.488 -2.630 -0.485 0.02
C -1.338 -2.873 -0.135 -0.64
O -0.707 -2.311 0.826 -0.23
C -0.715 -4.100 -0.851 -0.02
C -1.611 -4.994 -1.328 0.07
C -1.226 -6.243 -1.899 -0.13
C 0.073 -6.622 -1.886 0.07
C 1.047 -5.710 -1.446 -0.07
C 0.727 -4.310 -1.004 -0.28
O 1.597 -3.483 -0.804 0.10
N 2.298 -6.160 -1.266 -0.24
O 2.402 -7.504 -1.006 0.08
O 3.307 -5.517 -1.233 0.13
N -2.209 -7.116 -2.487 -0.36
O -3.353 -6.713 -2.577 0.09
O -1.846 -8.220 -2.870 0.05
H -2.662 -4.742 -1.269 0.13
H 0.371 -7.586 -2.268 0.13
C 0.984 -0.993 -3.431 -0.17
N -0.131 -0.452 -2.655 -0.14
C -0.181 1.006 -2.874 -0.20
N -0.361 1.330 -4.291 -0.08
C 0.759 0.746 -5.030 -0.17
N 0.835 -0.710 -4.864 -0.09
C -0.438 -1.283 -5.312 -0.19
N -1.586 -0.752 -4.575 -0.08
C -1.379 -1.043 -3.151 -0.17
C -1.600 0.703 -4.749 -0.18
H 1.024 -2.077 -3.289 0.12
H 1.918 -0.551 -3.073 0.13
H 0.749 1.450 -2.513 0.11
H -1.016 1.422 -2.302 0.11
H 1.689 1.190 -4.669 0.13
H 0.640 0.973 -6.093 0.12
H -0.404 -2.368 -5.180 0.12
H -0.567 -1.060 -6.375 0.12
H -1.347 -2.125 -3.013 0.12
H -2.215 -0.655 -2.565 0.12
H -2.438 1.115 -4.183 0.12
H -1.742 0.930 -5.810 0.12
```

Properties
HOMO energy   -4.8 eV
Gap between HOMO and LUMO   4.901 eV
Total charge   -1
Energy above the lowest of the compared OMol25 structures with the same formula, charge and spin   86.83 kJ/mol

Entry 2:
Below is an isolated ion of composition C8H13N5 and charge +2 at a distorted geometry, with properties calculated with the ωB97M-V functional and the def2-TZVPD basis.

```
26
Properties=species:S:1:pos:R:3:lowdin_charge:R:1
C 1.701 2.125 -0.135 0.07
N 1.954 0.685 -0.243 -0.08
C 3.061 0.111 -0.538 0.01
C 2.964 -1.251 -0.306 0.01
C 1.787 -1.472 0.248 0.02
N 1.084 -0.252 0.202 -0.01
N 0.009 0.112 1.042 0.12
N -1.252 0.316 0.539 -0.07
C -1.881 1.502 0.393 0.06
C -3.033 1.237 -0.413 0.04
C -3.130 -0.150 -0.604 0.05
N -2.044 -0.675 -0.002 -0.05
C -1.599 -2.118 0.066 0.10
H 2.648 2.490 0.221 0.10
H 1.738 2.482 -1.179 0.13
H 0.883 2.392 0.596 0.11
H 3.951 0.715 -0.949 0.21
H 3.555 -2.071 -0.682 0.15
H 1.485 -2.297 0.859 0.15
H -0.054 -0.491 1.853 0.18
H -1.451 2.436 0.702 0.14
H -3.774 1.939 -0.650 0.11
H -3.860 -0.660 -1.252 0.17
H -2.352 -2.575 0.796 0.15
H -1.748 -2.452 -0.940 0.11
H -0.642 -2.079 0.377 0.00
```

Properties
HOMO energy   -17.8 eV
SMILES string   Cn1ccc[n+]1Nn1ccc[n+]1C
Gap between HOMO and LUMO   10.483 eV
Total charge   +2
Energy above the lowest of the compared OMol25 structures with the same formula, charge and spin   429.45 kJ/mol

Entry 3:
Below is CH4NP as an isolated structure at a distorted geometry, with properties calculated with the ωB97M-V functional and the def2-TZVPD basis.

```
7
Properties=species:S:1:pos:R:3:lowdin_charge:R:1
C 0.004 -0.615 0.555 -0.38
N 0.151 0.206 -0.465 -0.53
P 0.403 1.712 -0.705 0.76
H -0.098 -1.661 0.098 0.06
H -1.191 -0.470 1.163 0.16
H 0.661 -0.820 1.470 0.07
H 0.070 1.648 -2.116 -0.15
```

Properties
HOMO energy   -8.5 eV
Gap between HOMO and LUMO   7.983 eV
Total charge   0
Energy above the lowest of the compared OMol25 structures with the same formula, charge and spin   165.86 kJ/mol

Entry 4:
Below is C28H31N2O4P2RuS as an isolated structure, with properties calculated with the ωB97M-V functional and the def2-TZVPD basis.

```
69
Properties=species:S:1:pos:R:3:lowdin_charge:R:1
Ru 0.664 -0.558 -1.031 1.23
N -1.286 0.986 1.064 -0.23
P -1.210 -0.536 1.652 0.83
C -1.551 -0.548 3.355 -0.29
C -2.521 0.306 3.900 -0.05
C -2.796 0.237 5.252 -0.03
C -2.119 -0.680 6.051 0.00
C -1.166 -1.535 5.512 -0.03
C -0.875 -1.476 4.160 -0.05
C 0.415 -1.186 1.256 -0.41
C 1.546 -0.435 1.638 -0.08
C 2.817 -0.989 1.543 -0.02
C 2.979 -2.289 1.077 -0.02
C 1.878 -3.035 0.671 -0.03
C 0.597 -2.497 0.756 -0.10
P -1.009 1.355 -0.629 0.99
C 0.691 1.970 -0.712 -0.46
C 1.342 2.680 0.309 -0.08
C 2.632 3.133 0.119 -0.02
C 3.300 2.877 -1.084 -0.01
C 2.675 2.180 -2.102 -0.05
C 1.367 1.722 -1.925 -0.18
C -2.116 2.734 -0.912 -0.35
C -3.444 2.658 -0.480 -0.09
C -4.286 3.735 -0.697 -0.03
C -3.819 4.862 -1.364 -0.02
C -2.506 4.922 -1.814 -0.03
C -1.646 3.860 -1.589 -0.07
H -1.841 1.659 1.589 0.09
H -3.077 1.006 3.287 0.11
H -3.539 0.891 5.685 0.13
H -2.341 -0.729 7.109 0.13
H -0.651 -2.244 6.145 0.13
H -0.128 -2.141 3.744 0.12
H 1.419 0.562 2.042 0.11
H 3.675 -0.412 1.864 0.13
H 3.969 -2.726 1.041 0.13
H 2.005 -4.048 0.312 0.14
H -0.260 -3.102 0.501 0.12
H 0.822 2.892 1.236 0.12
H 3.124 3.707 0.893 0.13
H 4.306 3.249 -1.226 0.13
H 3.180 2.024 -3.046 0.13
H 0.834 1.292 -2.776 0.12
H -3.831 1.766 -0.006 0.09
H -5.312 3.691 -0.359 0.12
H -4.484 5.698 -1.535 0.13
H -2.150 5.800 -2.335 0.13
H -0.620 3.923 -1.932 0.11
C 3.921 -1.488 -2.632 -0.01
N 3.128 -2.414 -3.428 -0.14
C 3.859 -3.258 -4.401 0.02
C 1.825 -2.471 -3.393 -0.24
O 1.038 -1.793 -2.675 -0.18
H 4.447 -0.796 -3.289 0.11
H 4.656 -2.044 -2.051 0.11
H 3.281 -0.918 -1.961 0.05
H 4.892 -3.339 -4.075 0.10
H 3.833 -2.805 -5.389 0.11
H 3.423 -4.253 -4.432 0.11
H 1.380 -3.188 -4.086 0.17
C -3.718 -3.044 -0.614 -0.06
S -2.699 -1.615 -0.639 0.63
O -3.453 -0.439 -0.884 -0.25
O -2.239 -1.563 0.949 -0.34
O -1.475 -1.865 -1.366 -0.36
H -3.931 -3.305 0.420 0.09
H -3.187 -3.843 -1.127 0.09
H -4.632 -2.768 -1.136 0.10
```

Properties
HOMO energy (spin up / spin down)   -16.4 / -16.8 eV
⟨S²⟩   6.020
Gap between HOMO and LUMO (spin up / spin down)   7.682 / 6.646 eV
Multiplicity   5
Total charge   +3
Energy above the lowest of the compared OMol25 structures with the same formula, charge and spin   0.00 kJ/mol

Entry 5:
Below is C42H52F5GeN3O5TaTe as an isolated structure at a distorted geometry, with properties calculated with the ωB97M-V functional and the def2-TZVPD basis.

```
110
Properties=species:S:1:pos:R:3:lowdin_charge:R:1
Ta -0.250 -0.084 0.311 1.95
C 0.393 -1.971 -4.020 -0.07
C 0.345 -2.893 -2.799 -0.35
C 0.053 -4.335 -3.232 -0.05
C 1.622 -2.837 -1.978 -0.13
C 2.829 -3.068 -2.623 -0.07
C 4.023 -3.027 -1.928 -0.09
C 4.011 -2.840 -0.560 -0.05
C 2.823 -2.658 0.145 -0.13
C 2.924 -2.649 1.662 -0.35
C 2.058 -3.741 2.301 -0.05
C 2.604 -1.306 2.317 -0.05
C 1.625 -2.587 -0.586 -0.18
N 0.375 -2.237 0.028 -0.01
C -0.512 -3.259 0.102 -0.51
O -0.271 -4.453 0.043 0.09
C -1.921 -2.775 0.192 -0.19
C -3.002 -3.615 0.403 0.02
C -4.266 -3.059 0.461 -0.02
C -4.411 -1.687 0.295 0.03
C -3.282 -0.932 0.052 -0.16
N -2.071 -1.477 -0.036 0.06
C -3.336 0.548 -0.142 -0.51
O -4.418 1.094 -0.324 0.06
N -2.124 1.121 -0.079 -0.01
C -2.077 2.511 -0.434 -0.16
C -2.209 3.531 0.520 -0.11
C -2.065 4.848 0.079 -0.05
C -1.853 5.158 -1.245 -0.08
C -1.819 4.147 -2.189 -0.04
C -1.932 2.821 -1.806 -0.14
C -1.989 1.740 -2.874 -0.37
C -0.964 1.932 -3.994 -0.06
C -3.403 1.693 -3.474 -0.05
C -2.547 3.412 2.007 -0.34
C -1.288 3.609 2.857 -0.06
C -3.292 2.169 2.490 -0.06
H -0.582 -1.960 -4.511 0.08
H 1.131 -2.306 -4.750 0.08
H 0.636 -0.952 -3.716 0.05
H -0.485 -2.546 -2.187 0.11
H 0.866 -4.720 -3.852 0.08
H -0.875 -4.377 -3.806 0.08
H -0.047 -4.976 -2.359 0.07
H 2.840 -3.269 -3.687 0.11
H 4.962 -3.174 -2.448 0.10
H 4.947 -2.862 -0.015 0.11
H 3.968 -2.881 1.895 0.12
H 1.001 -3.537 2.160 0.05
H 2.250 -3.778 3.376 0.08
H 2.269 -4.722 1.873 0.08
H 1.530 -1.134 2.305 0.04
H 3.118 -0.475 1.835 0.07
H 2.909 -1.323 3.364 0.09
H -2.812 -4.668 0.548 0.13
H -5.132 -3.678 0.655 0.11
H -5.361 -1.176 0.347 0.12
H -2.134 5.647 0.808 0.12
H -1.746 6.191 -1.551 0.10
H -1.708 4.405 -3.235 0.11
H -1.777 0.775 -2.408 0.11
H -1.159 2.843 -4.561 0.07
H -1.018 1.091 -4.689 0.08
H 0.049 1.979 -3.592 0.04
H -3.603 2.613 -4.028 0.08
H -4.151 1.596 -2.692 0.06
H -3.500 0.848 -4.161 0.08
H -3.210 4.262 2.204 0.13
H -0.653 2.728 2.792 0.04
H -1.559 3.763 3.905 0.08
H -0.699 4.458 2.515 0.07
H -2.662 1.285 2.450 0.05
H -4.192 1.987 1.903 0.07
H -3.587 2.325 3.530 0.08
F 0.851 1.215 1.655 -0.49
Te 1.991 2.704 0.249 2.03
F 1.058 4.398 -0.340 -0.49
F 3.376 1.986 1.521 -0.50
F 1.655 3.647 1.869 -0.43
F 3.482 3.967 0.069 -0.47
O 0.391 1.196 -0.930 -0.59
O -1.319 -2.571 2.817 0.09
C -1.048 -1.411 3.067 -0.51
O -0.879 -0.484 2.153 -0.23
C -0.871 -0.940 4.472 -0.12
C -0.465 0.365 4.731 0.00
C -0.301 0.791 6.039 -0.07
C -0.533 -0.088 7.086 -0.09
C -0.924 -1.397 6.829 -0.09
C -1.091 -1.824 5.523 -0.02
H -0.279 1.036 3.903 0.09
H 0.003 1.812 6.233 0.11
H -0.385 0.240 8.107 0.10
H -1.105 -2.079 7.650 0.10
H -1.393 -2.836 5.291 0.12
C 4.564 0.978 -1.358 -0.19
Ge 2.793 0.924 -2.241 0.83
C 3.147 -0.070 -3.925 -0.20
C 2.312 2.777 -2.787 -0.24
C 1.481 0.290 -0.860 -0.56
H 5.328 1.210 -2.101 0.03
H 4.801 0.008 -0.918 0.02
H 4.603 1.729 -0.571 -0.01
H 3.803 0.573 -4.516 0.02
H 2.259 -0.285 -4.516 -0.01
H 3.666 -1.000 -3.707 0.00
H 2.410 2.897 -3.866 0.03
H 2.982 3.488 -2.300 0.01
H 1.296 3.042 -2.494 -0.02
H 2.132 0.585 0.007 -0.07
```

Properties
HOMO energy   -6.3 eV
Gap between HOMO and LUMO   7.702 eV
Total charge   -1

Entry 6:
Below is a 2-piece molecular cluster, C2HNO3S overall at a distorted geometry, with properties calculated with the ωB97M-V functional and the def2-TZVPD basis.

```
8
Properties=species:S:1:pos:R:3:lowdin_charge:R:1
O -2.455 -1.437 0.255 0.19
C -1.720 -0.574 -0.070 -0.56
N -0.784 -0.119 -0.896 0.17
O -1.202 0.610 0.314 0.01
H 0.266 -0.161 -0.984 0.16
O -0.248 3.318 -0.577 0.10
C 0.337 2.815 0.302 -0.92
S 1.161 2.188 1.412 0.84
```

Properties
HOMO energy   -10.7 eV
SMILES string   O=C1NO1.O=C=S
Gap between HOMO and LUMO   11.041 eV
Total charge   0
Energy above the lowest of the compared OMol25 structures with the same formula, charge and spin   274.35 kJ/mol

Entry 7:
Below is the molecule CHNO at a distorted geometry, with properties calculated with the ωB97M-V functional and the def2-TZVPD basis.

```
4
Properties=species:S:1:pos:R:3:lowdin_charge:R:1
C -0.001 -0.230 0.369 0.04
N 0.289 -0.561 -0.758 0.03
O 0.266 0.949 -0.870 -0.16
H -0.553 -0.158 1.259 0.10
```

Properties
HOMO energy   -10.2 eV
SMILES string   C1=NO1
Gap between HOMO and LUMO   10.626 eV
Total charge   0
Energy above the lowest of the compared OMol25 structures with the same formula, charge and spin   505.99 kJ/mol

Entry 8:
Below is C4H11AlBN as an isolated structure at a distorted geometry, with properties calculated with the ωB97M-V functional and the def2-TZVPD basis.

```
18
Properties=species:S:1:pos:R:3:lowdin_charge:R:1
Al -3.278 1.579 -2.341 1.45
B -2.512 1.089 0.667 -0.04
H -2.981 0.179 0.325 0.09
H -3.189 1.928 0.697 0.11
H -2.132 0.937 1.665 0.13
H -1.762 1.306 -0.078 -0.05
C 0.868 -1.098 1.217 0.07
C 1.849 -1.171 0.038 -0.04
C 1.878 0.018 -0.954 -0.05
C 0.612 0.436 -1.615 -0.06
N -0.406 0.783 -2.125 0.19
H 1.392 -0.535 1.990 0.19
H 0.633 -2.077 1.635 0.15
H -0.125 -0.656 1.142 0.08
H 1.515 -2.015 -0.565 0.24
H 2.839 -1.472 0.382 0.17
H 2.670 -0.150 -1.683 0.17
H 2.128 0.920 -0.396 0.18
```

Properties
HOMO energy (spin up / spin down)   -24.0 / -24.0 eV
⟨S²⟩   0.753
Gap between HOMO and LUMO (spin up / spin down)   4.917 / 4.904 eV
Multiplicity   2
Total charge   +3

Values for E_tot, a.u., ordered as above
-6326.7752 -585.6481 -436.5008 -2670.8894 -5073.7120 -755.3837 -168.5134 -479.3025